1.
The following is a DFT calculation (ωB97M-V/def2-TZVPD) of a 2-piece molecular cluster, CH6N2S overall in a non-equilibrium geometry.

Atoms and positions in Å:
C 1.41765 0.34252 0.40539
N -2.15256 -0.88609 -0.40498
N 0.47472 1.17860 -0.33374
S -1.02255 1.31687 0.09220
H 2.11027 0.89971 0.97933
H 0.79186 -0.38475 1.01884
H 2.05050 -0.21884 -0.27162
H -3.10823 -0.74674 -0.71463
H -2.20445 -0.88316 0.55811
H 0.77314 1.54805 -1.33665

Force components x, y, z for each atom (eV/Å):
-1.16 -1.53 -0.22
1.89 1.92 -2.01
2.18 0.78 -3.12
-2.98 -1.61 -0.16
0.34 0.84 1.00
1.09 1.02 -0.64
-0.18 -0.34 -0.36
-0.17 0.56 -0.20
-0.26 -0.38 2.80
-0.75 -1.26 2.91

The total charge is 0. The value obtained for the calculated total energy is -14946.44191 eV. Its multiplicity is 1. As for the HOMO energy (spin up / spin down): -8.2433 / -8.2451 eV.

These are the natural (NBO) partial charges, in e, on atoms 1 to 4:
1. C -0.422
2. N -0.934
3. N -0.770
4. S 0.458


2.
The following is a DFT calculation (ωB97M-V/def2-TZVPD) of an isolated ion of composition CH6N3O and charge +1 in a non-equilibrium geometry.

Atoms and positions in Å:
C -0.34302 -0.92885 0.51103
N -0.70345 -1.70230 -0.43957
N 0.24013 0.45311 0.33474
N 0.35893 1.08730 -0.89023
O 0.98408 0.83915 1.41699
H -0.51065 -1.04416 1.55708
H -1.39987 -2.43728 -0.48965
H -0.59240 -1.24876 -1.30956
H -0.21061 2.01784 -0.82887
H 1.26393 1.15849 -1.27040
H 0.91293 1.80546 1.40844

Force components x, y, z for each atom (eV/Å):
2.09 5.97 0.77
-0.38 0.45 -0.84
-2.56 -5.26 -1.02
-3.33 1.20 1.39
0.52 0.20 0.15
0.06 -0.76 0.57
0.20 -0.14 0.97
0.39 0.32 -1.68
1.64 -2.23 -0.52
1.44 0.19 -0.20
-0.06 0.07 0.40

The total charge is +1. The value obtained for the calculated total energy is -7642.02883 eV. Its multiplicity is 1. Its SMILES is N/C=[N+](\N)O. As for the HOMO energy: -14.5217 eV.

These are the natural (NBO) partial charges, in e, on atoms 1 to 4:
1. C 0.395
2. N -0.676
3. N 0.022
4. N -0.666


3.
The following is a DFT calculation (ωB97M-V/def2-TZVPD) of a 2-piece molecular cluster, CH6N3O2 overall in a non-equilibrium geometry.

Atoms and positions in Å:
C 0.14837 0.20301 0.33216
N 0.12682 -0.71243 1.27303
N 0.77628 0.11245 -1.00440
N -0.33422 1.43766 0.61302
O 1.59517 -0.87028 -1.13679
O -1.25475 -0.77987 -1.05565
H 0.41695 -1.62073 1.16433
H -0.40742 -0.47940 2.13056
H -1.03255 1.53244 1.41265
H -0.29389 2.17849 0.00489
H 1.86081 -0.93186 -2.10756
H -1.60156 -0.06948 -1.62627

Force components x, y, z for each atom (eV/Å):
-0.54 0.99 -0.71
-0.90 2.73 1.14
-2.90 -0.53 0.86
-1.01 -3.02 2.87
-0.01 -0.46 -0.41
2.53 1.49 -0.01
0.73 -2.42 -0.59
0.78 -0.44 -0.85
1.51 -0.16 -1.61
0.24 1.76 -1.90
-0.36 0.35 1.26
-0.06 -0.29 -0.03

The total charge is +1. The value obtained for the calculated total energy is -9687.86138 eV. Its multiplicity is 1. As for the HOMO energy (spin up / spin down): -15.1398 / -15.1438 eV.

These are the natural (NBO) partial charges, in e, on atoms 1 to 4:
1. C 0.650
2. N -0.719
3. N 0.144
4. N -0.738


4.
The following is a DFT calculation (ωB97M-V/def2-TZVPD) of one molecule with the formula CH6N3O2P in a non-equilibrium geometry.

Atoms and positions in Å:
C 0.29556 0.49510 -1.31077
N -0.76009 1.10627 -1.84731
N 1.02788 -1.43238 0.77062
N -1.45419 -0.45274 0.92757
O 1.26323 0.20897 -1.93268
O 0.43043 1.11206 1.71514
P 0.13821 0.00886 0.78640
H -0.68073 1.53078 -2.85307
H -1.61508 1.32816 -1.29276
H 1.93476 -1.18306 0.41280
H 0.50694 -1.96252 0.14280
H -1.75985 -1.14120 0.34344
H -2.03967 -0.09727 1.59860

Force components x, y, z for each atom (eV/Å):
-3.60 -1.32 4.45
-3.64 2.83 -2.59
-0.11 2.47 1.53
3.37 0.90 -0.85
5.12 -1.36 -2.13
0.26 -0.34 0.26
-0.12 1.17 -1.13
-0.07 -0.89 3.01
1.47 -0.35 -0.89
0.50 -0.38 -0.30
-0.44 -1.76 -1.49
-1.34 -2.02 -1.60
-1.41 1.04 1.73

The total charge is 0. The value obtained for the calculated total energy is -18985.16744 eV. Its multiplicity is 3. As for the HOMO energy (spin up / spin down): -4.4852 / -10.2077 eV.

These are the natural (NBO) partial charges, in e, on atoms 1 to 4:
1. C 0.171
2. N -0.883
3. N -1.102
4. N -1.175


5.
The following is a DFT calculation (ωB97M-V/def2-TZVPD) of a 2-piece molecular cluster, CH6N3O3S overall in a non-equilibrium geometry.

Atoms and positions in Å:
C -2.36854 0.70811 -2.20414
N -3.27842 0.01055 -2.37838
N 0.79113 -0.45113 2.10461
N -1.42523 1.44918 -1.89653
O 2.53421 -0.96265 0.63046
O 0.68276 0.69311 0.02278
O 1.26270 -1.39912 3.00213
S 1.72107 0.35583 0.99316
H -3.26960 -0.80019 -2.96490
H 3.38136 -1.24966 0.99568
H 0.18423 0.15640 2.63352
H -1.15991 2.39941 -2.15756
H -0.86089 1.01390 -1.21359
H 1.80511 -1.92375 2.43277

Force components x, y, z for each atom (eV/Å):
-0.49 0.69 -0.74
-0.87 -0.82 0.06
-2.04 -0.05 0.17
0.94 1.37 0.20
-0.53 -1.61 -1.30
0.09 -0.50 -0.56
0.52 0.69 0.58
1.03 1.59 1.17
-0.52 -0.58 -0.53
0.19 0.94 0.12
-0.10 0.23 -0.03
-0.53 -0.33 -0.41
1.81 -0.42 1.68
0.47 -1.21 -0.40

The total charge is +1. The value obtained for the calculated total energy is -22571.41689 eV. Its multiplicity is 1. As for the HOMO energy: -12.2247 eV.

These are the natural (NBO) partial charges, in e, on atoms 1 to 4:
1. C 0.758
2. N -0.469
3. N -0.590
4. N -0.737


6.
The following is a DFT calculation (ωB97M-V/def2-TZVPD) of a 2-piece molecular cluster, CH6N3S2 overall in a non-equilibrium geometry.

Atoms and positions in Å:
C 0.06310 -0.40936 0.49725
N 0.77458 -1.09746 1.34656
N -1.18692 -0.95443 0.18664
N 0.53097 0.57104 -0.28276
S 0.24912 4.46139 -1.24757
S -0.96446 2.98020 -0.84886
H 0.29364 -1.81633 1.86557
H 1.79696 -0.97369 1.51206
H -1.59063 -1.81254 0.60277
H -1.76924 -0.31249 -0.44490
H 1.36180 1.10667 -0.23604
H 1.11927 3.90646 -2.26677

Force components x, y, z for each atom (eV/Å):
-1.35 -0.22 -2.36
2.07 -0.65 1.70
-0.02 2.54 -0.77
-2.34 -0.26 -0.57
0.82 -1.31 -0.81
0.82 -0.19 -0.20
0.41 -0.13 0.02
-1.59 0.06 -0.25
0.54 1.24 -0.36
1.07 -1.84 1.45
0.87 0.10 1.02
-1.30 0.67 1.13

The total charge is +1. The value obtained for the calculated total energy is -27266.10407 eV. Its multiplicity is 1. As for the HOMO energy (spin up / spin down): -13.0992 / -13.8085 eV.

These are the natural (NBO) partial charges, in e, on atoms 1 to 4:
1. C 0.606
2. N -0.748
3. N -0.792
4. N -0.612


7.
The following is a DFT calculation (ωB97M-V/def2-TZVPD) of one molecule with the formula CH6N4O in a non-equilibrium geometry.

Atoms and positions in Å:
C -1.10341 -0.39985 -0.17103
H 0.55258 1.11216 -1.00795
H 1.77831 0.02778 -0.89665
H -0.24847 -1.35765 -1.71997
H -1.46240 0.61189 1.53526
H 1.11656 1.08493 1.16622
H 0.96166 -0.57210 1.39183
N 0.89760 0.24533 -1.36894
N -0.01296 -0.76125 -0.93572
N -0.72648 0.47169 0.83802
N 0.49797 0.34661 1.48887
O -2.25096 -0.80954 -0.31994

Force components x, y, z for each atom (eV/Å):
-0.63 -0.37 0.19
-0.04 0.68 0.02
-0.20 0.45 -0.24
-0.29 0.14 0.21
0.16 -0.15 -0.68
0.08 -0.35 0.16
-0.69 0.69 -0.14
0.64 -0.86 0.20
-0.31 -0.67 -1.00
-1.26 0.05 0.85
1.24 0.00 0.37
1.31 0.40 0.06

The total charge is 0. The value obtained for the calculated total energy is -9140.86255 eV. Its multiplicity is 1. Its SMILES is NNC(=O)NN. As for the HOMO energy: -9.7177 eV.

These are the natural (NBO) partial charges, in e, on atoms 1 to 4:
1. C 0.737
2. H 0.350
3. H 0.342
4. H 0.391


8.
The following is a DFT calculation (ωB97M-V/def2-TZVPD) of a 2-piece molecular cluster, CH6N4O2 overall in a non-equilibrium geometry.

Atoms and positions in Å:
C 1.19869 0.19672 0.62791
N 2.44013 0.27291 0.05334
N 0.16092 0.55438 -0.27045
N -1.79139 -0.38679 0.66409
N -1.08461 0.20521 -0.16858
O -1.19624 -1.00365 1.58778
O 1.07723 -0.11545 1.79144
H 2.63703 0.70805 -0.82464
H 3.14058 0.34321 0.78417
H -0.30016 -0.57641 1.74289
H -2.48730 -0.55088 -2.25342
H -1.62799 0.48030 -0.93135
H -2.16686 -0.12760 -2.80318

Force components x, y, z for each atom (eV/Å):
-1.31 0.96 -3.33
0.01 -0.05 1.38
3.25 -0.11 -0.36
-2.78 -0.17 -1.92
0.49 0.24 1.40
0.63 -1.12 2.37
0.09 -0.37 1.96
-0.39 0.14 -0.19
0.11 -0.07 -0.52
0.95 -0.29 0.71
0.22 0.34 -0.68
-0.92 0.93 -1.30
-0.34 -0.42 0.49

The total charge is 0. The value obtained for the calculated total energy is -11185.59898 eV. Its multiplicity is 1. As for the HOMO energy (spin up / spin down): -8.8360 / -8.8357 eV.

These are the natural (NBO) partial charges, in e, on atoms 1 to 4:
1. C 0.751
2. N -0.808
3. N -0.535
4. N 0.114


9.
The following is a DFT calculation (ωB97M-V/def2-TZVPD) of one molecule with the formula CH6N4S in a non-equilibrium geometry.

Atoms and positions in Å:
C 0.01155 0.75355 -0.61093
H -1.85426 -1.06000 0.09345
H -0.27254 -1.91584 0.21647
H -0.89954 -0.40057 -2.24450
H 0.40795 2.62863 -0.64325
H 0.27600 1.20134 1.66151
H 2.45046 -0.84725 2.03638
N -1.03689 -1.40848 -0.41732
N -0.36029 -0.41223 -1.23387
N -0.14929 1.88822 -1.25902
N 0.54990 0.44795 0.72550
S 0.87695 -0.87534 1.67558

Force components x, y, z for each atom (eV/Å):
-0.47 0.48 -0.83
0.73 0.14 -0.06
-2.66 1.47 -1.89
2.21 0.69 3.57
-1.50 -1.59 -1.76
0.80 -2.00 -4.88
-3.09 0.27 -1.13
2.23 -1.34 0.35
-2.86 -1.95 -1.96
2.50 -0.10 4.12
-1.23 5.30 3.84
3.34 -1.36 0.62

The total charge is 0. The value obtained for the calculated total energy is -17925.53442 eV. Its multiplicity is 1. Its SMILES is [H]/N=C(/NN)NS. As for the HOMO energy: -9.1894 eV.

These are the natural (NBO) partial charges, in e, on atoms 1 to 4:
1. C 0.557
2. H 0.349
3. H 0.374
4. H 0.414


10.
The following is a DFT calculation (ωB97M-V/def2-TZVPD) of one molecule with the formula CH6N4S2 in a non-equilibrium geometry.

Atoms and positions in Å:
C -0.39873 -0.11489 0.05874
H -1.48154 -0.94751 -2.44823
H -1.03718 -2.37828 -1.76908
H 0.86209 -0.17721 -1.45724
H 2.59246 1.66385 0.30021
H -1.30104 -0.20723 1.80414
H 0.68244 1.69617 2.77601
N -0.89905 -1.36609 -1.74727
N -1.30447 -0.85983 -0.46428
N 0.80479 0.22758 -0.55306
N -0.52905 0.25683 1.39154
S 2.32699 0.33407 0.24449
S -0.31773 1.87254 1.86403

Force components x, y, z for each atom (eV/Å):
1.27 -0.48 0.31
-0.43 0.03 -0.24
-0.21 0.49 0.13
0.03 -0.33 -0.85
-0.55 -0.16 -0.27
-0.81 -0.29 0.39
-0.30 -0.03 -0.44
0.72 -0.32 0.15
-0.06 0.21 0.02
0.13 0.83 0.89
0.42 0.33 -0.51
-0.42 -0.35 0.00
0.20 0.07 0.41

The total charge is 0. The value obtained for the calculated total energy is -28763.46398 eV. Its multiplicity is 1. Its SMILES is NN=C(NS)NS. As for the HOMO energy: -8.7622 eV.

These are the natural (NBO) partial charges, in e, on atoms 1 to 4:
1. C 0.550
2. H 0.357
3. H 0.362
4. H 0.422


11.
The following is a DFT calculation (ωB97M-V/def2-TZVPD) of an isolated ion of composition CH6N6P and charge +1 in a non-equilibrium geometry.

Atoms and positions in Å:
N -1.97692 0.20620 -1.67066
P -1.13060 -0.73696 -0.77261
N -0.11176 0.27064 0.31032
C -0.64361 1.26157 1.03747
N 0.31662 1.84762 1.71893
N 1.43120 1.21971 1.42684
N 1.18621 0.29052 0.60217
N 2.13833 -0.53443 0.06791
H -1.75061 -0.01576 -2.64155
H -0.29999 -1.64898 -1.46168
H -1.95327 -1.47609 0.10597
H -1.70124 1.48153 0.97319
H 2.76773 -0.88616 0.78513
H 1.72792 -1.27941 -0.48145

Force components x, y, z for each atom (eV/Å):
0.72 -0.95 0.29
-2.12 0.14 -1.93
-0.24 -1.20 -0.20
0.02 0.19 -0.17
-0.62 0.28 0.32
1.29 0.53 0.50
-0.37 -0.41 0.02
0.22 -0.10 -0.29
-0.20 0.67 -0.08
0.42 0.09 0.74
0.85 0.25 0.46
0.16 0.28 0.19
-0.13 0.17 0.08
0.00 0.07 0.08

The total charge is +1. The value obtained for the calculated total energy is -19352.29172 eV. Its multiplicity is 1. Its SMILES is N=[PH2]n1cnn[n+]1N. As for the HOMO energy: -14.4100 eV.

These are the natural (NBO) partial charges, in e, on atoms 1 to 4:
1. N -1.196
2. P 1.384
3. N -0.430
4. C 0.223


12.
The following is a DFT calculation (ωB97M-V/def2-TZVPD) of a 2-piece molecular cluster, CH6NO overall in a non-equilibrium geometry.

Atoms and positions in Å:
O -2.03419 -0.60402 1.13770
H -2.56926 -1.42185 1.19683
C 1.03205 0.46512 0.15057
N 0.40437 0.22588 -1.22739
H 0.34512 -0.02306 0.89403
H 2.10021 -0.01555 0.03313
H 0.98770 1.58640 0.36566
H -0.59228 0.58917 -1.17617
H 0.32629 -0.80210 -1.37436

Force components x, y, z for each atom (eV/Å):
-0.20 -0.53 -0.05
0.40 0.62 -0.05
-0.49 -0.67 -1.23
-0.76 0.45 0.56
0.94 0.18 -0.26
-1.91 1.29 0.85
0.65 -1.49 -0.40
1.54 -0.99 0.13
-0.17 1.15 0.45

The total charge is -1. The value obtained for the calculated total energy is -4670.74350 eV. Its multiplicity is 1. As for the HOMO energy: -2.2958 eV.

These are the natural (NBO) partial charges, in e, on atoms 1 to 4:
1. O -1.378
2. H 0.388
3. C -0.445
4. N -0.882


Q: The lowest total charge belongs to which entry?
A: CH6NO


Q: Which value of calculated total energy does entry 10 give?
A: -28763.46398 eV